The following is a DFT calculation (ωB97M-V with the def2-TZVPD basis set) of a cluster of 13 separate species, C39H42Cl37FO8P2 in total at a distorted geometry.

* E: -542128.1971 eV
* orbital gap: 7.40 eV

XYZ file:
```
129
Properties=species:S:1:pos:R:3:mulliken_charge:R:1
C -0.72843 -5.58183 1.97192 -1.324
C -1.14286 -4.36619 1.11479 1.573
F -2.50816 -4.10421 1.22131 -0.388
C -0.71057 -4.44973 -0.38385 -1.996
C -0.00458 -3.13076 -0.73695 0.150
C -0.74218 -2.04554 -1.23898 0.808
C -2.25891 -2.11548 -1.45931 -2.379
C -3.06773 -1.33820 -0.34956 0.905
C -2.23020 -0.91571 0.87539 -0.955
O -4.23544 -2.04805 0.03878 -0.353
C -5.41880 -1.25696 -0.02135 -1.250
C -5.47864 -0.14177 1.01630 0.879
C -6.11030 -0.31292 2.23690 -0.484
C -6.14057 0.68323 3.19976 -1.640
C -5.54257 1.92056 3.00174 0.174
C -4.93465 2.11822 1.74747 -0.291
C -4.90935 1.11575 0.79903 -0.212
C -0.04085 -0.86470 -1.53447 0.394
C -0.82739 0.31475 -2.12601 0.315
C -0.92005 0.10336 -3.65635 0.342
O -1.96884 0.05120 -4.23507 -0.544
Cl 0.56561 -0.11295 -4.65262 -0.169
C 1.32572 -0.73612 -1.31046 0.403
C 2.04065 -1.84388 -0.81513 -0.002
C 1.39902 -3.05742 -0.53486 1.032
P 2.46620 -4.44104 0.07498 -0.160
P 2.75031 -4.20929 2.22476 0.815
O 2.37645 -5.48096 2.85251 -0.555
O 1.87290 -2.93910 2.74374 -0.477
O 4.34017 -3.96081 2.41470 -0.423
C 3.54826 -1.62379 -0.62486 -0.915
O 4.39985 -2.44858 -0.86277 -0.517
C 3.91753 -0.23325 -0.14579 -0.539
C 3.24458 0.81169 -0.60971 0.475
C 3.59007 2.25211 -0.20360 0.661
C 4.32181 2.34995 1.14011 -0.796
O 5.73153 2.10667 0.96024 -0.509
C 2.09703 0.56130 -1.57220 -0.282
O 1.82630 1.34190 -2.45785 -0.325
H -0.15332 -5.20948 2.83083 0.351
H -1.64912 -6.00685 2.39624 -0.047
H -0.11524 -6.32061 1.44871 0.416
H -0.64191 -3.48758 1.55344 -0.255
H -0.08427 -5.31887 -0.58600 0.654
H -1.62332 -4.57871 -0.97895 0.601
H -2.61525 -3.14691 -1.50763 0.671
H -2.46632 -1.66692 -2.44238 0.386
H -3.40488 -0.40261 -0.83066 0.590
H -1.65071 -1.73672 1.30978 -0.145
H -2.86548 -0.52624 1.68337 0.493
H -1.59041 -0.07152 0.57102 0.130
H -6.26568 -1.93954 0.13656 0.577
H -5.55937 -0.80749 -1.02058 0.299
H -6.58506 -1.27308 2.44897 0.434
H -6.64272 0.50262 4.14798 0.822
H -5.56777 2.72204 3.79088 0.306
H -4.47976 3.08702 1.56680 0.345
H -4.39877 1.34038 -0.13977 0.328
H -1.86588 0.31628 -1.78389 -0.937
H -0.39158 1.28490 -1.86263 0.606
H 1.79824 -5.67922 -0.05995 0.104
H 1.90453 -2.27487 2.03232 0.340
H 4.50627 -3.49763 3.25025 0.339
H 4.73523 -0.15223 0.56875 0.399
H 4.28728 2.60326 -0.98168 -0.486
H 2.68518 2.87271 -0.19285 0.288
H 4.23195 3.38747 1.49918 0.340
H 3.95710 1.63145 1.88909 0.435
H 6.04795 1.54088 1.67098 0.285
C -4.09218 5.91325 4.47421 -0.060
Cl -4.67212 4.46736 3.62963 -0.090
Cl -5.44863 6.91223 4.99917 -0.131
Cl -3.08109 5.46142 5.84787 -0.134
H -3.48987 6.49373 3.78596 0.321
C 0.26250 3.69619 -3.73826 1.024
Cl 1.27747 4.74990 -4.72889 -0.120
Cl 0.15378 4.31298 -2.08252 -0.163
Cl -1.34409 3.52258 -4.44408 -0.039
H 0.72657 2.71622 -3.70464 -0.685
C 7.13978 4.07572 -2.10736 0.047
Cl 8.21064 5.07341 -3.10707 -0.180
Cl 7.02585 4.72705 -0.47020 -0.154
Cl 5.54366 3.95934 -2.84601 0.005
H 7.55890 3.08208 -2.04624 0.265
C -1.88350 -8.94556 4.07775 -0.039
Cl -0.27238 -8.22367 3.97954 -0.076
Cl -3.13496 -7.69942 4.01900 -0.090
Cl -2.11925 -10.11868 2.77809 -0.139
H -1.96535 -9.46603 5.02413 0.341
C -3.95524 4.19732 -7.52487 0.016
Cl -3.95501 3.76289 -9.23572 -0.126
Cl -3.57120 2.79211 -6.52607 -0.075
Cl -2.81965 5.51276 -7.21684 -0.114
H -4.94859 4.53859 -7.26204 0.297
C 2.97459 1.14244 -7.81944 -0.132
Cl 4.68370 1.01459 -7.39004 -0.061
Cl 2.10248 2.09447 -6.61784 0.031
Cl 2.78593 1.84871 -9.42624 -0.129
H 2.55438 0.14420 -7.83570 0.274
C -10.52608 1.06117 3.03723 -0.002
Cl -10.70452 2.03940 1.57872 -0.131
Cl -11.40652 -0.46238 2.87705 -0.133
Cl -8.81550 0.76370 3.37844 -0.018
H -10.95032 1.61122 3.86811 0.299
C -2.88203 -4.27662 6.34300 0.598
Cl -4.40154 -5.16226 6.50830 -0.130
Cl -2.33170 -4.29760 4.66914 -0.017
Cl -3.06527 -2.61745 6.92202 -0.144
H -2.13469 -4.76663 6.95284 -0.316
C 7.32662 8.46805 -0.12638 0.308
Cl 8.39076 9.46384 -1.12274 -0.133
Cl 7.22229 9.11740 1.51332 -0.137
Cl 5.72476 8.34927 -0.85383 -0.091
H 7.74779 7.47165 -0.07107 0.047
C 5.38549 6.92655 -5.20869 0.636
Cl 3.86456 6.04859 -5.03205 -0.047
Cl 5.93167 6.89260 -6.88808 -0.137
Cl 5.22514 8.59162 -4.64435 -0.128
H 6.13221 6.43108 -4.59874 -0.344
C 8.54998 0.52532 -4.50337 -0.070
Cl 7.66864 0.62421 -6.02765 -0.094
Cl 8.89978 2.14204 -3.87802 -0.095
Cl 7.63833 -0.41080 -3.31605 -0.095
H 9.49009 0.02006 -4.68659 0.378
C -1.07729 -7.15109 8.94577 -0.089
Cl -2.80263 -7.19531 9.30782 -0.099
Cl -0.73502 -7.97352 7.42061 -0.053
Cl -0.49101 -5.48419 8.90293 -0.135
H -0.55093 -7.67152 9.73611 0.378
```